[1]
# C4H6N4

A structure of composition C4H6N4 in a non-equilibrium geometry (ωB97M-V/def2-TZVPD, the Open Molecules 2025 dataset).

XYZ file:
```
14
Properties=species:S:1:pos:R:3
C -1.333 0.144 0.150
C 1.932 0.323 0.003
C 1.058 -0.992 0.038
C -0.178 -0.264 -0.174
H -2.400 -0.978 -0.950
H -3.352 -0.027 -0.036
H 2.432 0.602 1.076
H 2.551 0.604 -0.876
H 1.486 -2.060 -0.437
H 1.202 -1.206 1.245
N -2.491 -0.659 0.070
N -1.342 1.568 0.089
N -0.177 2.024 -0.008
N 0.613 0.919 -0.190
```

Properties
- maximum force (eV Å⁻¹) = 7.9
- DFT total energy (a.u.) = -374.87295
- E_HOMO (eV) = -8.9
- molar mass (g/mol) = 110.12
- energy relative to the best compared isomer or geometry (same formula, charge and spin) (kcal/mol) = 118.24

Atomic partial charges in e from the natural (NBO) method, atoms 1 to 8: number 1, C, carries 0.20; number 2, C, carries -0.21; number 3, C, carries -0.41; number 4, C, carries 0.01; number 5, H, carries 0.37; number 6, H, carries 0.38; number 7, H, carries 0.21; number 8, H, carries 0.22

---

[2]
# C4H6N4

A structure of composition C4H6N4 in a non-equilibrium geometry (ωB97M-V/def2-TZVPD, the Open Molecules 2025 dataset).

XYZ file:
```
14
Properties=species:S:1:pos:R:3
C -0.244 -1.233 -0.847
C 0.316 -0.059 -0.330
C 0.524 2.000 0.005
C 0.797 1.057 1.266
H -0.347 -3.185 0.816
H -1.984 -2.681 -0.679
H -1.286 -1.046 -1.495
H 0.492 -1.670 -1.914
H 0.477 3.701 0.776
H 0.996 1.237 2.461
N -1.019 -2.133 0.085
N 0.245 1.060 -0.950
N 0.191 3.208 -0.104
N 0.842 -0.257 0.909
```

Properties
- maximum force (eV Å⁻¹) = 9.4
- DFT total energy (a.u.) = -374.76764
- E_HOMO (eV) = -9.4
- molar mass (g/mol) = 110.12
- energy relative to the best compared isomer or geometry (same formula, charge and spin) (kcal/mol) = 184.31

Atomic partial charges in e from the natural (NBO) method, atoms 1 to 8: number 1, C, carries -0.26; number 2, C, carries 0.36; number 3, C, carries 0.33; number 4, C, carries 0.08; number 5, H, carries 0.36; number 6, H, carries 0.38; number 7, H, carries 0.24; number 8, H, carries 0.21

---

[3]
# C4H6N4

An isolated molecule of C4H6N4 in a non-equilibrium geometry (ωB97M-V/def2-TZVPD, the Open Molecules 2025 dataset).

XYZ file:
```
14
Properties=species:S:1:pos:R:3
N 1.475 -1.300 -0.948
N 0.818 -0.116 -0.849
C 0.393 0.491 0.614
C -0.439 -0.467 1.376
C -1.232 -0.895 0.394
C -0.563 -0.017 -0.636
N -0.916 1.436 -0.856
N -0.037 1.793 0.200
H 2.468 -0.978 -1.033
H 1.461 -1.785 -0.063
H -0.549 -0.776 2.405
H -1.918 -1.590 0.273
H -0.595 1.747 -1.766
H -0.366 2.457 0.889
```

Properties
- maximum force (eV Å⁻¹) = 4.5
- DFT total energy (a.u.) = -374.74593
- E_HOMO (eV) = -7.2
- molar mass (g/mol) = 110.12
- energy relative to the best compared isomer or geometry (same formula, charge and spin) (kcal/mol) = 197.94

Atomic partial charges in e from the natural (NBO) method, atoms 1 to 8: number 1, N, carries -0.61; number 2, N, carries -0.22; number 3, C, carries 0.08; number 4, C, carries -0.20; number 5, C, carries -0.18; number 6, C, carries 0.23; number 7, N, carries -0.45; number 8, N, carries -0.49

---

[4]
# C4H6N4

A structure of composition C4H6N4 in a non-equilibrium geometry (ωB97M-V/def2-TZVPD, the Open Molecules 2025 dataset).

XYZ file:
```
14
Properties=species:S:1:pos:R:3
C -0.078 -1.780 0.482
N 0.406 -0.625 -0.264
C 0.176 0.604 -0.053
C -1.752 0.606 -0.702
N 0.565 1.769 -0.170
N -2.045 1.764 -0.913
C 2.476 -0.585 0.171
N 3.139 0.289 0.567
H 1.296 2.093 0.481
H -1.301 2.479 -0.777
H -2.283 -0.336 -0.758
H 0.499 -2.642 0.157
H 0.021 -1.647 1.559
H -1.120 -1.989 0.220
```

Properties
- maximum force (eV Å⁻¹) = 2.2
- DFT total energy (a.u.) = -374.80357
- E_HOMO (spin up / spin down) (eV) = -9.2 / -9.0
- molar mass (g/mol) = 110.12
- energy relative to the best compared isomer or geometry (same formula, charge and spin) (kcal/mol) = 161.77

Atomic partial charges in e from the natural (NBO) method, atoms 1 to 8: number 1, C, carries -0.42; number 2, N, carries -0.31; number 3, C, carries 0.51; number 4, C, carries 0.19; number 5, N, carries -0.73; number 6, N, carries -0.53; number 7, C, carries 0.09; number 8, N, carries -0.53

---

[5]
# C4H6N4

An isolated molecule of C4H6N4 in a non-equilibrium geometry (ωB97M-V/def2-TZVPD, the Open Molecules 2025 dataset).

XYZ file:
```
14
Properties=species:S:1:pos:R:3
H 3.072 0.451 -0.629
N 3.302 -0.305 0.238
C 1.997 -0.394 0.468
N 1.199 0.385 -0.351
N -0.216 0.277 -0.531
C -1.103 1.064 0.069
C -2.093 0.196 0.573
C -1.733 -0.984 -0.121
N -0.651 -1.032 -0.559
H 1.346 -1.252 1.167
H 1.522 1.008 -1.400
H -0.854 2.100 0.292
H -3.294 0.351 0.864
H -2.496 -1.864 -0.079
```

Properties
- maximum force (eV Å⁻¹) = 13.9
- DFT total energy (a.u.) = -374.80919
- E_HOMO (eV) = -9.2
- molar mass (g/mol) = 110.12
- energy relative to the best compared isomer or geometry (same formula, charge and spin) (kcal/mol) = 158.25

Atomic partial charges in e from the natural (NBO) method, atoms 1 to 8: number 1, H, carries 0.30; number 2, N, carries -0.63; number 3, C, carries 0.23; number 4, N, carries -0.50; number 5, N, carries -0.08; number 6, C, carries -0.02; number 7, C, carries -0.34; number 8, C, carries 0.01

---

[6]
# C4H6N4

An isolated molecule of C4H6N4 in a non-equilibrium geometry (ωB97M-V/def2-TZVPD, the Open Molecules 2025 dataset).

XYZ file:
```
14
Properties=species:S:1:pos:R:3
H -1.227 -0.918 -2.538
N -0.545 -0.589 -1.764
C -0.452 -1.156 -0.675
C 0.584 -0.409 0.424
N 1.694 -0.201 -0.214
C -0.287 0.861 0.842
C -1.597 0.553 1.271
N -2.612 0.070 1.440
N 0.079 2.080 0.723
H 1.018 2.269 0.381
H -1.142 -1.915 -0.326
H 0.539 -0.991 1.290
H 1.542 0.206 -1.171
H 2.407 0.140 0.318
```

Properties
- maximum force (eV Å⁻¹) = 8.0
- DFT total energy (a.u.) = -374.95063
- E_HOMO (eV) = -9.3
- molar mass (g/mol) = 110.12
- energy relative to the best compared isomer or geometry (same formula, charge and spin) (kcal/mol) = 69.49

Atomic partial charges in e from the natural (NBO) method, atoms 1 to 8: number 1, H, carries 0.37; number 2, N, carries -0.66; number 3, C, carries 0.15; number 4, C, carries -0.09; number 5, N, carries -0.83; number 6, C, carries 0.15; number 7, C, carries 0.23; number 8, N, carries -0.27

---

[7]
# C4H6N4O

A cluster of 3 separate species, C4H6N4O in total in a non-equilibrium geometry (ωB97M-V/def2-TZVPD, the Open Molecules 2025 dataset).

XYZ file:
```
15
Properties=species:S:1:pos:R:3
C 1.294 -0.433 -0.214
C 1.228 0.870 -0.287
C -0.143 1.063 -0.088
C -2.032 -0.450 0.329
H 3.471 -0.082 0.894
H 3.187 -2.055 -0.604
H 1.944 1.554 -0.754
H -1.038 2.929 -0.035
H -2.616 0.453 0.914
H -3.675 -1.587 0.012
N 2.504 -1.053 0.289
N -1.091 1.873 -0.047
N -0.663 -0.221 0.080
N -2.530 -1.638 -0.329
O 0.160 -1.222 -0.160
```

Properties
- maximum force (eV Å⁻¹) = 8.1
- DFT total energy (a.u.) = -449.91505
- E_HOMO (eV) = -8.2
- molar mass (g/mol) = 126.12
- energy relative to the best compared isomer or geometry (same formula, charge and spin) (kcal/mol) = 234.44

Atomic partial charges in e from the natural (NBO) method, atoms 1 to 8: number 1, C, carries 0.47; number 2, C, carries -0.42; number 3, C, carries 0.39; number 4, C, carries 0.22; number 5, H, carries 0.42; number 6, H, carries 0.39; number 7, H, carries 0.26; number 8, H, carries 0.37

---

[8]
# C4H6N4O2

A cluster of 3 separate species, C4H6N4O2 in total in a non-equilibrium geometry (ωB97M-V/def2-TZVPD, the Open Molecules 2025 dataset).

XYZ file:
```
16
Properties=species:S:1:pos:R:3
N -2.937 -0.260 0.742
C -2.039 0.197 0.058
C -0.634 0.661 0.032
C 0.369 -0.362 0.579
C 1.778 0.046 0.331
N 2.560 -0.446 -0.583
O 3.724 0.199 -0.426
N 3.609 1.101 0.574
N 2.457 1.003 1.058
H -0.385 0.917 -1.009
H -0.585 1.593 0.616
H 0.230 -0.479 1.662
H 0.209 -1.340 0.111
O -2.818 -0.703 -1.517
H -2.022 -1.153 -1.829
H -3.516 -0.974 -0.401
```

Properties
- maximum force (eV Å⁻¹) = 5.0
- DFT total energy (a.u.) = -525.31486
- E_HOMO (eV) = -9.6
- molar mass (g/mol) = 142.12
- energy relative to the best compared isomer or geometry (same formula, charge and spin) (kcal/mol) = 184.51

Atomic partial charges in e from the natural (NBO) method, atoms 1 to 8: number 1, N, carries -0.54; number 2, C, carries 0.49; number 3, C, carries -0.51; number 4, C, carries -0.43; number 5, C, carries 0.26; number 6, N, carries -0.09; number 7, O, carries -0.12; number 8, N, carries 0.15

---

[9]
# C4H6N4O2

An isolated molecule of C4H6N4O2 in a non-equilibrium geometry (ωB97M-V/def2-TZVPD, the Open Molecules 2025 dataset).

XYZ file:
```
16
Properties=species:S:1:pos:R:3
N 0.298 -1.543 0.459
C 0.714 -0.273 0.182
N -0.019 0.661 -0.315
C -1.409 0.515 -0.552
C -2.096 1.547 -1.308
N -1.958 0.485 -1.960
N 2.015 0.012 0.517
C 2.665 1.263 0.468
O 3.786 1.347 0.881
O 1.964 2.242 -0.040
H -0.544 -1.860 0.007
H 0.979 -2.250 0.678
H -1.969 -0.066 0.180
H -2.463 2.544 -1.365
H 2.577 -0.726 0.921
H 1.044 1.904 -0.278
```

Properties
- maximum force (eV Å⁻¹) = 1.4
- DFT total energy (a.u.) = -525.50756
- E_HOMO (eV) = -9.2
- molar mass (g/mol) = 142.12
- energy relative to the best compared isomer or geometry (same formula, charge and spin) (kcal/mol) = 63.59

Atomic partial charges in e from the natural (NBO) method, atoms 1 to 8: number 1, N, carries -0.82; number 2, C, carries 0.64; number 3, N, carries -0.63; number 4, C, carries -0.01; number 5, C, carries 0.07; number 6, N, carries -0.30; number 7, N, carries -0.66; number 8, C, carries 0.90

---

[10]
# C4H6NO

The ion C4H6NO with charge -1 in a non-equilibrium geometry (ωB97M-V/def2-TZVPD, the Open Molecules 2025 dataset).

XYZ file:
```
12
Properties=species:S:1:pos:R:3
C -1.468 -1.180 1.875
C -1.326 -1.005 0.698
C -0.523 -0.653 -0.668
N 0.811 -0.118 -0.677
C 0.901 1.292 -0.432
O 1.773 -0.928 -0.036
H -1.591 -1.064 2.933
H -1.064 -0.069 -1.406
H -0.357 -1.685 -1.096
H 0.870 1.734 0.625
H 1.885 1.737 -0.881
H 0.090 1.941 -0.935
```

Properties
- maximum force (eV Å⁻¹) = 3.3
- net charge = -1
- DFT total energy (a.u.) = -285.83595
- E_HOMO (eV) = -1.6
- molar mass (g/mol) = 84.10
- energy relative to the best compared isomer or geometry (same formula, charge and spin) (kcal/mol) = 56.33

Atomic partial charges in e from the natural (NBO) method, atoms 1 to 8: number 1, C, carries -0.35; number 2, C, carries -0.03; number 3, C, carries -0.27; number 4, N, carries -0.19; number 5, C, carries -0.41; number 6, O, carries -0.83; number 7, H, carries 0.21; number 8, H, carries 0.19

---

[11]
# C4H6NO

The ion C4H6NO with charge +1 in a non-equilibrium geometry (ωB97M-V/def2-TZVPD, the Open Molecules 2025 dataset).

XYZ file:
```
12
Properties=species:S:1:pos:R:3
C -1.812 -0.051 0.200
N -0.511 0.035 -0.009
C 0.206 1.186 -0.103
C 1.697 0.689 0.054
O 1.738 -0.562 0.165
C 0.395 -1.102 -0.033
H -2.146 -1.011 0.185
H -2.433 0.812 -0.027
H -0.173 2.192 -0.085
H 2.605 1.169 0.216
H -0.049 -1.906 0.621
H 0.481 -1.451 -1.186
```

Properties
- maximum force (eV Å⁻¹) = 8.3
- net charge = +1
- DFT total energy (a.u.) = -285.62755
- E_HOMO (spin up / spin down) (eV) = -13.4 / -13.4
- molar mass (g/mol) = 84.10
- energy relative to the best compared isomer or geometry (same formula, charge and spin) (kcal/mol) = 59.40

Atomic partial charges in e from the natural (NBO) method, atoms 1 to 8: number 1, C, carries -0.04; number 2, N, carries -0.26; number 3, C, carries -0.19; number 4, C, carries 0.33; number 5, O, carries -0.37; number 6, C, carries 0.06; number 7, H, carries 0.20; number 8, H, carries 0.24

---

[12]
# C4H6NO2

The ion C4H6NO2 with charge -1 in a non-equilibrium geometry (ωB97M-V/def2-TZVPD, the Open Molecules 2025 dataset).

XYZ file:
```
13
Properties=species:S:1:pos:R:3
C 0.978 -0.467 -0.474
C 1.069 -1.785 -0.359
C -1.028 0.792 -0.144
C 0.329 0.508 0.503
N -0.842 0.979 -1.665
O -0.608 2.150 -2.014
O 0.120 0.131 1.873
H 1.639 -2.416 -1.119
H 0.743 -2.226 0.598
H -1.568 -0.141 0.023
H -1.526 1.817 0.117
H 0.945 1.467 0.564
H -0.252 -0.810 2.097
```

Properties
- ⟨S²⟩ = 2.023
- maximum force (eV Å⁻¹) = 3.2
- net charge = -1
- DFT total energy (a.u.) = -361.03857
- E_HOMO (spin up / spin down) (eV) = -2.1 / -1.7
- molar mass (g/mol) = 100.10
- energy relative to the best compared isomer or geometry (same formula, charge and spin) (kcal/mol) = 53.04
- multiplicity = 3

Atomic partial charges in e from the natural (NBO) method, atoms 1 to 8: number 1, C, carries -0.06; number 2, C, carries -0.64; number 3, C, carries -0.31; number 4, C, carries -0.03; number 5, N, carries -0.07; number 6, O, carries -0.48; number 7, O, carries -0.76; number 8, H, carries 0.19